[1]
Molecular formula: C25H29N3O3ReS
Method: DFT, ωB97M-V/def2-TZVPD

Results
* <S²>: 0.76
* HOMO (spin up / spin down): -14.2205 / -14.0118 eV
* lowest unoccupied orbital energy (spin up / spin down): -7.006 / -6.851 eV
* 2S+1: 2
* net charge: +2
* relative energy (zero: lowest compared OMol25 entry of this formula, charge and spin): 0.0 kcal/mol

```
62
Properties=species:S:1:pos:R:3:lowdin_spin:R:1
Re -0.70 0.24 -0.25 0.856
C -1.78 -2.75 -0.34 0.007
N -0.84 -1.80 -0.98 0.013
C -1.30 -1.65 -2.40 0.003
C 0.54 -2.34 -0.97 0.004
C 1.47 -1.24 -1.39 -0.004
C 2.74 -1.50 -1.87 0.000
C 3.55 -0.45 -2.26 -0.005
C 3.11 0.87 -2.18 -0.001
C 1.84 1.13 -1.69 -0.005
C 1.01 0.09 -1.25 -0.014
H -1.88 -3.64 -0.96 0.001
H -2.76 -2.28 -0.22 0.000
H -1.40 -3.06 0.63 0.000
H -1.32 -2.64 -2.86 0.000
H -0.63 -1.01 -2.96 0.000
H -2.31 -1.24 -2.40 0.000
H 0.62 -3.23 -1.60 0.001
H 0.76 -2.65 0.06 0.000
H 3.11 -2.52 -1.96 0.000
H 4.54 -0.65 -2.65 0.000
H 3.74 1.68 -2.52 0.000
H 1.49 2.15 -1.66 -0.001
C 1.58 4.13 3.48 0.000
N 0.70 3.54 2.43 0.001
C -0.69 3.37 2.94 0.000
C 1.28 2.28 1.78 0.004
C 0.74 1.01 2.38 0.016
C 1.16 0.64 3.65 0.000
C 0.59 -0.45 4.31 0.015
C -0.40 -1.19 3.69 0.000
C -0.76 -0.89 2.39 0.031
C -0.19 0.19 1.69 0.021
H 1.19 5.11 3.74 0.000
H 2.59 4.23 3.08 0.000
H 1.57 3.49 4.35 0.000
H 0.61 4.21 1.66 0.000
H -0.68 2.71 3.80 0.000
H -1.31 2.96 2.15 0.000
H -1.06 4.36 3.22 0.000
H 2.36 2.35 1.88 0.000
H 1.03 2.34 0.73 0.001
H 1.93 1.21 4.15 0.000
H 0.92 -0.70 5.31 0.001
H -0.86 -2.02 4.21 0.000
H -1.51 -1.50 1.91 0.003
O 0.17 3.94 -1.93 0.000
S -0.85 3.92 -0.94 0.002
O -0.65 4.68 0.27 0.003
N -1.20 2.34 -0.50 0.027
C -2.39 1.98 -0.98 0.014
O -2.61 0.72 -0.85 -0.004
C -3.18 3.01 -1.62 0.000
C -4.45 2.95 -2.16 0.003
C -4.97 4.12 -2.72 0.000
C -4.22 5.30 -2.73 0.004
C -2.94 5.36 -2.19 -0.001
C -2.45 4.20 -1.64 0.003
H -5.03 2.04 -2.15 0.000
H -5.96 4.12 -3.15 0.000
H -4.65 6.19 -3.18 0.000
H -2.36 6.27 -2.22 0.000
```

***

[2]
Molecular formula: C25H29N3O7
Method: DFT, ωB97M-V/def2-TZVPD

Results
* SMILES: [H]/N=C(\N)NCCCCc1cc(OCCCC)cc2c1C(=O)C=CC2=O.O=C1C=C(O)C(=O)C=C1O
* HOMO: -8.7005 eV
* lowest unoccupied orbital energy: -1.662 eV
* 2S+1: 1
* relative energy (zero: lowest compared OMol25 entry of this formula, charge and spin): 78.1 kcal/mol

```
64
Properties=species:S:1:pos:R:3:mulliken_charge:R:1
H 2.10 0.68 -3.84 0.174
N 1.39 0.83 -3.12 -0.543
C 1.62 0.15 -2.07 0.158
N 2.74 -0.65 -1.82 -0.555
N 0.68 0.13 -1.06 1.144
C 1.06 0.09 0.36 -1.091
C 0.04 -0.65 1.21 0.004
C -1.36 -0.01 1.25 -0.218
C -2.47 -0.82 0.56 -1.633
C -2.35 -0.75 -0.94 0.229
C -2.76 0.43 -1.56 -0.001
C -2.56 0.66 -2.91 0.331
O -3.02 1.82 -3.44 -0.578
C -2.10 2.56 -4.25 -0.722
C -1.01 3.24 -3.43 0.060
C -1.54 3.98 -2.19 -0.710
C -0.93 3.47 -0.88 -0.853
C -1.94 -0.31 -3.69 -1.000
C -1.50 -1.47 -3.09 0.745
C -1.72 -1.72 -1.73 1.014
C -1.19 -3.00 -1.19 -0.117
O -1.68 -3.60 -0.26 -0.585
C 0.01 -3.55 -1.88 -0.668
C 0.21 -3.31 -3.18 -0.653
C -0.75 -2.45 -3.92 0.087
O -0.88 -2.56 -5.12 -0.586
H 2.51 -1.55 -1.43 0.198
H 3.30 -0.78 -2.66 0.332
H 0.03 0.89 -1.25 -0.910
H 1.18 1.11 0.75 0.273
H 2.03 -0.39 0.45 0.497
H -0.01 -1.69 0.89 0.288
H 0.42 -0.66 2.23 -0.127
H -1.64 0.17 2.29 0.467
H -1.33 0.98 0.78 0.051
H -2.45 -1.85 0.90 0.536
H -3.44 -0.40 0.84 0.501
H -3.23 1.20 -0.96 0.484
H -2.71 3.30 -4.77 0.439
H -1.66 1.90 -5.00 0.268
H -0.24 2.52 -3.17 -0.248
H -0.54 3.96 -4.11 0.497
H -1.32 5.04 -2.29 0.412
H -2.63 3.88 -2.13 0.330
H 0.10 3.82 -0.76 0.400
H -0.91 2.38 -0.88 -0.074
H -1.51 3.79 -0.01 0.405
H -1.77 -0.16 -4.75 0.535
H 0.64 -4.22 -1.30 0.508
H 1.03 -3.75 -3.73 0.461
O 0.82 0.55 4.38 -0.655
C 1.52 -0.17 5.06 1.062
C 1.23 -1.56 5.36 -1.005
C 2.08 -2.25 6.13 0.395
O 1.92 -3.52 6.46 -0.580
C 3.34 -1.63 6.70 1.025
O 4.03 -2.36 7.39 -0.627
C 3.64 -0.25 6.39 -0.963
C 2.79 0.44 5.62 0.317
O 2.96 1.71 5.28 -0.567
H 0.33 -1.99 4.95 0.478
H 2.68 -3.76 7.02 0.376
H 4.54 0.18 6.79 0.428
H 2.19 1.95 4.73 0.362
```

***

[3]
Molecular formula: C25H29OSi
Method: DFT, ωB97M-V/def2-TZVPD

Results
* HOMO: -11.0766 eV
* lowest unoccupied orbital energy: -4.819 eV
* 2S+1: 1
* net charge: +1
* relative energy (zero: lowest compared OMol25 entry of this formula, charge and spin): 0.0 kcal/mol

```
56
Properties=species:S:1:pos:R:3:mulliken_charge:R:1
C -3.13 -1.50 12.21 -1.212
C -1.63 -1.54 12.53 -0.389
Si -0.66 -0.06 11.99 -0.060
C -1.44 1.65 12.25 -1.075
C 1.12 -0.08 12.57 -0.313
C 1.89 -1.37 12.25 -1.064
H -0.59 -0.19 10.08 -1.413
H -3.67 -2.34 12.65 0.402
H -3.63 -0.60 12.59 0.302
H -3.28 -1.54 11.13 0.239
H -1.49 -1.74 13.60 0.485
H -1.16 -2.40 12.01 0.369
H -1.52 1.94 13.34 0.414
H -0.84 2.42 11.73 0.341
H -2.46 1.69 11.81 0.375
H 1.60 0.77 12.06 0.301
H 1.21 0.14 13.64 0.563
H 2.83 -1.45 12.80 0.384
H 1.33 -2.28 12.48 0.316
H 2.14 -1.39 11.19 0.159
C 5.52 -1.63 7.15 -0.861
O 5.00 -0.62 8.02 -0.439
C 3.65 -0.63 8.24 0.589
C 3.13 0.35 9.12 -1.178
C 1.77 0.42 9.32 -0.693
C 0.89 -0.42 8.62 0.237
C -0.58 -0.17 8.92 3.180
C -1.58 -1.16 8.35 -0.726
C -2.69 -0.46 7.83 0.229
C -3.74 -1.13 7.19 -0.661
C -3.61 -2.50 7.04 -0.629
C -2.57 -3.24 7.66 -1.045
C -1.57 -2.54 8.37 0.410
C -2.41 0.97 7.86 -0.036
C -1.11 1.16 8.35 0.610
C -0.52 2.41 8.28 -0.171
C -1.17 3.48 7.65 -1.032
C -2.48 3.26 7.16 -0.593
C -3.12 2.02 7.31 -0.877
C 1.40 -1.50 7.89 -0.937
C 2.77 -1.61 7.74 -0.802
H 6.59 -1.42 7.12 0.255
H 5.36 -2.64 7.56 0.343
H 5.11 -1.59 6.13 0.359
H 3.80 1.10 9.50 0.470
H 1.38 1.19 10.00 1.222
H -4.62 -0.60 6.87 0.444
H -4.38 -3.07 6.52 0.397
H -2.51 -4.33 7.53 0.417
H -0.77 -3.08 8.85 0.694
H 0.50 2.58 8.60 0.402
H -0.67 4.44 7.47 0.423
H -3.02 4.11 6.75 0.391
H -4.17 1.89 7.02 0.417
H 0.72 -2.19 7.38 0.654
H 3.20 -2.40 7.13 0.414
```

***

[4]
Molecular formula: C25H30BClO3S
Method: DFT, ωB97M-V/def2-TZVPD

Results
* HOMO: -6.0835 eV
* lowest unoccupied orbital energy: -0.241 eV
* 2S+1: 1

```
61
Properties=species:S:1:pos:R:3:mulliken_charge:R:1
C 1.71 2.32 -0.95 -0.785
O 0.45 1.99 -0.32 0.272
C -0.08 0.80 -0.42 -1.304
C -1.37 0.72 -1.10 1.392
C -2.04 -0.51 -0.96 -0.475
C -3.28 -0.69 -1.54 -0.945
C -3.81 0.30 -2.37 -0.568
C -3.10 1.49 -2.59 -0.667
C -1.89 1.71 -1.97 -0.370
H 2.13 3.12 -0.35 0.232
H 2.38 1.45 -0.99 0.290
H 1.48 2.66 -1.97 0.220
H 0.73 -0.07 -1.02 0.255
H -1.55 -1.30 -0.37 0.569
H -3.84 -1.62 -1.35 0.425
H -4.78 0.15 -2.84 0.414
H -3.51 2.25 -3.26 0.448
H -1.33 2.64 -2.12 0.295
C 1.61 0.78 4.59 -1.337
C 0.64 0.81 3.47 0.667
C -0.22 -0.22 3.07 -1.141
C -1.20 0.22 2.15 -0.284
C -1.02 1.54 1.74 0.104
B 1.48 -1.04 -1.80 0.805
C -2.08 2.42 1.26 1.038
C -3.39 1.90 1.11 -0.122
C -4.35 2.63 0.42 -0.813
C -4.00 3.87 -0.13 0.361
Cl -5.07 4.64 -1.22 -0.231
C -2.77 4.46 0.18 -0.776
C -1.81 3.74 0.90 -0.654
O 2.83 -0.96 -1.51 -0.656
C 2.98 -2.13 -0.66 1.583
C 4.43 -2.56 -0.76 -1.899
C 2.72 -1.71 0.80 -1.449
C 1.89 -3.13 -1.24 1.847
C 2.44 -4.01 -2.36 -2.015
C 1.17 -3.99 -0.22 -1.792
O 0.90 -2.27 -1.86 -0.338
S 0.35 2.25 2.58 -0.294
H 1.37 -0.03 5.28 0.364
H 2.63 0.62 4.20 0.262
H 1.59 1.74 5.12 0.369
H -0.15 -1.23 3.47 0.405
H -1.99 -0.41 1.77 0.536
H -3.63 0.92 1.52 0.405
H -5.34 2.22 0.26 0.428
H -2.55 5.47 -0.17 0.435
H -0.86 4.21 1.15 0.344
H 4.62 -3.40 -0.08 0.326
H 4.70 -2.87 -1.78 0.371
H 5.07 -1.73 -0.46 0.465
H 2.83 -2.56 1.48 0.352
H 3.46 -0.94 1.09 0.472
H 1.72 -1.26 0.95 -0.138
H 3.13 -4.76 -1.95 0.355
H 1.62 -4.54 -2.84 0.492
H 2.97 -3.42 -3.12 0.379
H 1.89 -4.66 0.28 0.365
H 0.66 -3.39 0.54 0.251
H 0.43 -4.62 -0.73 0.459
```

***

[5]
Molecular formula: C25H30BFeN10S3
Method: DFT, ωB97M-V/def2-TZVPD

Results
* <S²>: 8.76
* HOMO (spin up / spin down): -13.6638 / -13.6602 eV
* lowest unoccupied orbital energy (spin up / spin down): -4.590 / -7.593 eV
* 2S+1: 6
* net charge: +2

```
70
Properties=species:S:1:pos:R:3:lowdin_spin:R:1
Fe 0.01 -0.88 -0.24 4.222
C 2.82 -2.54 -1.85 0.006
C 2.01 -3.74 -1.39 0.009
S 0.69 -3.38 -0.18 0.066
C -0.75 -4.17 -0.95 0.006
C -1.08 -3.69 -2.36 0.008
S -1.31 -1.89 -2.46 0.090
C -0.37 -1.44 -3.93 0.009
C 1.12 -1.71 -3.86 0.008
S 1.88 -1.08 -2.33 0.077
H 3.51 -2.20 -1.08 0.000
H 3.43 -2.82 -2.71 0.002
H 1.54 -4.25 -2.22 0.000
H 2.67 -4.46 -0.91 0.002
H -0.58 -5.25 -0.95 0.002
H -1.55 -3.97 -0.25 0.000
H -0.32 -3.98 -3.08 0.000
H -2.01 -4.16 -2.67 0.002
H -0.82 -1.94 -4.79 0.003
H -0.57 -0.37 -4.04 0.000
H 1.34 -2.77 -3.94 0.000
H 1.62 -1.21 -4.69 0.002
C -4.43 -1.16 0.13 0.004
C -3.22 -1.78 -0.13 0.009
N -2.19 -0.95 0.14 0.099
N -2.75 0.20 0.57 0.005
C -4.09 0.10 0.57 0.005
B -1.90 1.41 1.01 0.000
N -1.19 1.92 -0.29 0.007
C -1.13 3.09 -0.92 0.015
C -0.36 2.96 -2.07 0.006
C 0.04 1.64 -2.06 0.013
N -0.47 1.00 -1.00 0.080
N -0.81 0.86 1.97 0.009
C -0.44 1.33 3.17 0.011
C 0.37 0.39 3.79 0.010
C 0.44 -0.66 2.88 0.011
N -0.27 -0.38 1.79 0.109
N -2.76 2.39 1.75 0.000
C -3.18 3.68 1.56 0.000
C -4.02 4.00 2.59 0.000
C -4.07 2.84 3.38 0.000
N -3.32 1.87 2.88 0.000
H -5.42 -1.57 0.02 0.001
H -3.05 -2.78 -0.49 0.000
H -4.71 0.92 0.89 0.000
H -1.62 3.97 -0.54 0.001
H -0.12 3.73 -2.78 0.001
H 0.67 1.13 -2.76 0.000
H -0.78 2.29 3.52 0.001
H 0.81 0.45 4.77 0.001
H 0.96 -1.60 2.97 0.000
H -2.88 4.29 0.73 0.000
H -4.52 4.94 2.75 0.000
H -4.62 2.67 4.29 0.000
N 4.07 -0.62 1.37 0.000
C 2.95 -1.21 0.95 0.004
N 2.04 -0.35 0.52 0.077
C 2.62 0.92 0.70 0.005
C 2.13 2.21 0.50 0.000
C 2.96 3.27 0.79 0.000
C 4.26 3.07 1.29 0.000
C 4.76 1.81 1.52 0.000
C 3.91 0.75 1.22 0.003
H 4.88 -1.09 1.75 0.000
H 2.80 -2.28 1.02 0.000
H 1.13 2.38 0.14 0.000
H 2.60 4.28 0.64 0.000
H 4.88 3.93 1.50 0.000
H 5.75 1.65 1.92 0.000
```

***

[6]
Molecular formula: C25H30Br2LiN5O3PSSbSe4
Method: DFT, ωB97M-V/def2-TZVPD

Results
* HOMO: -7.1070 eV
* lowest unoccupied orbital energy: -0.386 eV
* 2S+1: 1
* relative energy (zero: lowest compared OMol25 entry of this formula, charge and spin): 0.0 kcal/mol

```
73
Properties=species:S:1:pos:R:3:mulliken_charge:R:1
Li 0.85 0.23 -0.37 0.336
C -2.23 4.61 -2.29 -0.905
N -1.80 4.39 -0.92 0.285
C -1.72 5.36 0.06 -0.695
C -1.27 4.76 1.17 -0.489
N -1.06 3.42 0.87 0.520
C -1.38 3.19 -0.45 -0.219
S -1.34 1.80 -1.38 -0.153
C -0.60 2.48 1.84 0.105
C -0.99 2.66 3.16 -0.906
C -0.48 1.79 4.11 -0.712
C 0.38 0.78 3.71 -0.843
C 0.67 0.68 2.36 -0.010
N 0.19 1.51 1.43 0.684
H -2.60 5.62 -2.38 0.328
H -3.02 3.90 -2.54 0.333
H -1.40 4.45 -2.98 0.334
H -1.99 6.38 -0.12 0.433
H -1.04 5.17 2.14 0.529
H -1.68 3.44 3.44 0.537
H -0.76 1.90 5.15 0.418
H 0.80 0.08 4.41 0.497
H 1.32 -0.12 2.00 0.137
Br 6.27 4.21 -0.12 -0.161
C 4.75 3.13 -0.29 -0.067
C 3.49 3.70 -0.43 -0.922
C 2.41 2.84 -0.53 -0.179
N 2.52 1.52 -0.51 0.327
C 3.73 0.98 -0.40 0.453
C 4.88 1.75 -0.27 -0.930
C 3.78 -0.51 -0.42 0.620
C 4.91 -1.18 -0.87 -0.973
C 4.86 -2.56 -0.94 -0.211
Br 6.34 -3.52 -1.58 -0.164
C 3.70 -3.22 -0.58 -0.720
C 2.63 -2.46 -0.15 -0.593
N 2.65 -1.14 -0.06 0.533
H 3.36 4.77 -0.46 0.462
H 1.41 3.24 -0.64 0.362
H 5.85 1.29 -0.14 0.529
H 5.79 -0.64 -1.20 0.456
H 3.61 -4.29 -0.67 0.475
H 1.69 -2.94 0.12 0.554
C -1.05 -5.10 0.83 -0.936
C -1.24 -3.86 1.66 -0.178
O -0.43 -2.79 1.12 -0.409
P -1.08 -1.47 0.47 0.865
O -1.94 -0.95 1.76 -0.400
C -3.08 -0.10 1.59 0.216
C -4.36 -0.87 1.80 -1.485
O -2.34 -2.01 -0.40 -0.084
C -2.16 -2.29 -1.81 0.998
C -3.45 -2.84 -2.35 -1.550
H -1.68 -5.91 1.22 0.414
H -0.02 -5.44 0.85 0.275
H -1.32 -4.92 -0.21 0.034
H -0.90 -4.00 2.69 0.346
H -2.29 -3.55 1.69 0.175
H -3.05 0.37 0.60 0.087
H -2.98 0.69 2.34 0.299
H -4.49 -1.62 1.01 0.239
H -5.22 -0.20 1.78 0.457
H -4.34 -1.38 2.76 0.311
H -1.35 -3.01 -1.92 -0.656
H -1.88 -1.36 -2.32 0.147
H -3.71 -3.78 -1.85 0.322
H -3.34 -3.04 -3.42 0.383
H -4.27 -2.13 -2.21 0.330
Se 2.84 -1.41 -4.00 -0.407
Sb 0.70 -2.78 -4.19 0.689
Se 0.63 -4.65 -2.73 -0.584
Se -0.54 -2.49 -6.18 -0.572
Se 0.86 -0.57 -2.88 0.278
```

***

no.,calculated total energy (eV)
1,-49957.9810
2,-45197.7836
3,-36313.7443
4,-56585.2540
5,-108871.7317
6,-468347.3233